Record 1
Here is a cluster of 2 separate species, C2H3NO3 in total in a non-equilibrium geometry from the Open Molecules 2025 dataset. Energies are from the ωB97M-V functional and the def2-TZVPD basis.

Each line ends with the Mulliken charge.
Element x y z (Å)
O1 -0.6726 2.4619 2.1052  -0.312
C1 0.2788 1.8608 2.0799  0.703
O2 1.2510 1.2169 2.0051  -0.386
C2 -0.2519 -0.5888 -1.2047  -0.421
N1 0.5675 -1.7106 -0.6852  0.034
O3 0.0867 -2.7461 -0.2837  -0.277
H1 0.3664 -0.1358 -2.0504  0.275
H2 -0.3512 0.1701 -0.4375  0.024
H3 -1.2746 -0.5284 -1.5286  0.361

As for the HOMO energy: -9.24 eV. As for the strongest force on any atom: 4.466 eV Å⁻¹. The gap between HOMO and LUMO is 9.20 eV. Its structure (SMILES) is O=C=O.CN=O. As for the lowest unoccupied orbital energy: -0.05 eV. As for the energy above the lowest of the compared OMol25 structures with the same formula, charge and spin: 77.1 kcal per mole.

=====

Record 2
Here is a structure of composition C2H3NO3 in a non-equilibrium geometry from the Open Molecules 2025 dataset. Energies are from the ωB97M-V functional and the def2-TZVPD basis.

Each line ends with the Mulliken charge.
Element x y z (Å)
C1 0.0899 1.1164 1.6454  0.277
C2 -0.2114 -0.1334 0.0619  -0.807
N1 0.0236 2.5008 1.2098  0.998
O1 0.3833 0.7325 2.7268  -0.354
O2 1.1778 2.8526 1.2264  -0.513
O3 -0.9257 3.1676 0.9842  -0.535
H1 -0.7156 0.3135 -0.7800  0.337
H2 -0.8900 -0.9123 0.3721  0.310
H3 0.8491 -0.5643 0.1733  0.286

As for the HOMO energy: -10.34 eV. As for the strongest force on any atom: 5.646 eV Å⁻¹. The gap between HOMO and LUMO is 9.87 eV. As for the lowest unoccupied orbital energy: -0.47 eV. As for the energy above the lowest of the compared OMol25 structures with the same formula, charge and spin: 150.5 kcal per mole.